No. 1
Here is a structure of composition H12O6 from OMol25. Energies are from the ωB97M-V functional and the def2-TZVPD basis.

```
! wB97M-V def2-TZVPD RIJCOSX def2/J DEFGRID3
* xyz 0 1
O 14.272 12.187 17.171
H 13.955 12.922 16.646
H 13.575 12.030 17.808
O 15.762 13.768 17.312
H 15.142 13.049 17.192
H 15.670 14.012 18.233
O 12.970 12.489 18.594
H 12.740 13.370 18.892
H 13.730 12.248 19.124
O 12.304 10.730 16.520
H 11.705 10.617 15.783
H 12.782 11.534 16.320
O 15.484 11.590 15.573
H 14.939 10.805 15.530
H 15.075 12.129 16.252
O 13.527 13.350 15.573
H 13.200 13.170 14.692
H 12.758 13.653 16.057
*
```

Summary:
Highest occupied orbital energy ... -9.173 eV
LUMO ... -0.38 eV

***

No. 2
Here is a cluster of 2 separate species, C27H59NO3PS in total from OMol25. Energies are from the ωB97M-V functional and the def2-TZVPD basis.

```
! wB97M-V def2-TZVPD RIJCOSX def2/J DEFGRID3
* xyz 1 1
C 9.504 0.191 0.295
C 8.283 1.142 -0.015
C 7.466 0.587 -1.230
C 6.463 1.698 -1.716
C 5.570 1.030 -2.851
O 4.277 0.669 -2.361
C 4.025 -0.728 -2.419
C 2.555 -0.913 -1.846
C 1.423 -0.753 -2.913
C 0.073 -0.225 -2.257
C -0.987 -1.364 -2.059
C -2.456 -0.855 -2.335
C -3.198 -0.460 -0.989
C -3.615 1.055 -0.967
C -4.774 1.337 -2.011
C -5.683 2.459 -1.409
C -7.121 2.499 -2.025
C -8.116 1.474 -1.401
O -7.674 0.124 -1.513
C -7.916 -0.388 -2.825
P 4.047 -1.456 -4.162
S 3.489 -3.319 -4.243
O 7.101 2.881 -2.166
C 8.132 2.620 -3.107
H 9.446 -0.095 1.366
H 9.383 -0.757 -0.274
H 10.466 0.674 0.050
H 7.585 1.195 0.844
H 8.680 2.141 -0.286
H 8.088 0.179 -2.051
H 6.828 -0.258 -0.871
H 5.767 2.004 -0.905
H 5.418 1.806 -3.640
H 6.162 0.186 -3.252
H 4.681 -1.350 -1.771
H 2.489 -1.854 -1.264
H 2.405 -0.090 -1.107
H 1.181 -1.759 -3.315
H 1.664 -0.027 -3.715
H -0.373 0.498 -2.980
H 0.301 0.349 -1.335
H -0.885 -1.758 -1.025
H -0.809 -2.214 -2.748
H -3.015 -1.718 -2.754
H -2.462 0.000 -3.036
H -4.098 -1.109 -0.897
H -2.535 -0.671 -0.116
H -2.697 1.637 -1.188
H -3.995 1.259 0.058
H -5.292 0.371 -2.161
H -4.326 1.664 -2.972
H -5.783 2.363 -0.307
H -5.195 3.433 -1.634
H -7.539 3.514 -1.854
H -7.051 2.357 -3.128
H -9.083 1.590 -1.952
H -8.315 1.715 -0.338
H -8.788 -1.079 -2.757
H -8.083 0.435 -3.547
H -7.057 -0.988 -3.203
H 3.359 -0.598 -5.080
H 5.420 -1.390 -4.575
H 9.069 2.294 -2.601
H 8.374 3.578 -3.618
H 7.857 1.901 -3.906
C -1.433 0.560 2.513
C -2.261 -0.680 2.859
C -2.941 -0.627 4.216
N -2.046 -0.864 5.442
C -2.190 0.321 6.362
C -2.507 -2.118 6.186
C -1.794 -3.242 5.472
C -0.404 -2.678 5.218
C -0.570 -1.158 5.185
H -0.846 0.941 3.350
H -0.748 0.330 1.696
H -2.083 1.374 2.185
H -1.665 -1.592 2.760
H -3.046 -0.760 2.102
H -3.730 -1.378 4.251
H -3.429 0.339 4.345
H -3.239 0.411 6.637
H -1.852 1.206 5.826
H -1.582 0.161 7.249
H -2.165 -2.032 7.219
H -3.593 -2.184 6.165
H -2.289 -3.471 4.525
H -1.764 -4.157 6.061
H 0.021 -3.060 4.290
H 0.284 -2.954 6.018
H -0.237 -0.730 4.249
H 0.003 -0.693 5.985
*
```

Summary:
Highest occupied orbital energy ... -9.899 eV
LUMO ... -2.38 eV

***

No. 3
Here is a structure of composition C24H29ClN2OPSTb from OMol25. Energies are from the ωB97M-V functional and the def2-TZVPD basis.

```
! wB97M-V def2-TZVPD RIJCOSX def2/J DEFGRID3
* xyz 2 7
Tb 0.191 1.814 -0.660
Cl 1.167 2.045 -2.896
C -1.239 0.025 0.195
O -2.055 -0.760 0.456
P 1.449 -0.618 0.148
C 2.624 0.138 1.338
C 1.051 -2.189 0.939
C 2.465 -1.073 -1.297
C 1.330 -3.420 0.319
C 1.073 -4.606 1.007
C 0.517 -4.574 2.287
C 0.192 -3.348 2.882
C 0.447 -2.155 2.207
H 1.764 -3.439 -0.683
H 1.315 -5.554 0.527
H 0.332 -5.502 2.822
H -0.255 -3.317 3.875
H 0.191 -1.193 2.665
C 2.793 1.538 1.322
C 3.621 2.138 2.268
C 4.343 1.359 3.183
C 4.225 -0.033 3.156
C 3.366 -0.644 2.239
H 2.319 2.184 0.546
H 3.718 3.224 2.286
H 5.003 1.836 3.905
H 4.799 -0.656 3.844
H 3.264 -1.732 2.222
C 3.864 -1.047 -1.254
C 4.601 -1.391 -2.389
C 3.943 -1.741 -3.577
C 2.542 -1.754 -3.621
C 1.803 -1.438 -2.485
H 4.367 -0.763 -0.328
H 5.692 -1.380 -2.345
H 4.523 -2.002 -4.464
H 2.028 -2.012 -4.550
H 0.712 -1.454 -2.520
H 0.681 3.678 0.059
H 1.162 3.626 -0.625
C -3.577 0.685 -2.908
N -4.186 1.162 -1.668
C -5.348 0.426 -1.183
C -3.586 2.103 -0.920
S -2.136 2.875 -1.475
N -4.137 2.425 0.293
C -5.535 2.877 0.361
C -3.280 2.977 1.342
H -4.325 0.069 -3.413
H -2.684 0.069 -2.720
H -3.295 1.527 -3.549
H -5.281 0.235 -0.107
H -6.276 0.969 -1.411
H -5.375 -0.528 -1.717
H -6.130 2.142 0.922
H -5.581 3.824 0.916
H -5.981 3.032 -0.631
H -2.493 2.256 1.599
H -2.813 3.927 1.043
H -3.914 3.135 2.222
*
```

Summary:
Highest occupied orbital energy (spin up / spin down) ... -14.258 / -14.247 eV
LUMO (spin up / spin down) ... -7.39 / -7.22 eV

***

No. 4
Here is the ion C4H6NO with charge +1 from OMol25. Energies are from the ωB97M-V functional and the def2-TZVPD basis.

```
! wB97M-V def2-TZVPD RIJCOSX def2/J DEFGRID3
* xyz 1 1
C 0.924 -0.824 0.070
C -1.280 -0.322 -2.468
C 0.217 -0.014 -0.695
C 0.400 0.746 2.086
N 0.807 0.317 0.768
O -0.772 0.322 -1.426
H 1.612 -1.673 0.197
H -2.009 0.222 -3.039
H -0.985 -1.376 -2.777
H 1.005 0.139 2.869
H -0.729 0.607 2.282
H 0.811 1.855 2.134
*
```

Summary:
Highest occupied orbital energy (spin up / spin down) ... -13.171 / -13.844 eV
LUMO (spin up / spin down) ... -5.99 / -5.13 eV